C20H19AsIrN4O11S2 | ωB97M-V with the def2-TZVPD basis set

Structure (ORCA input):
```
! wB97M-V def2-TZVPD RIJCOSX def2/J DEFGRID3
* xyz 0 2
Ir 0.558 -0.021 -0.538
O -0.497 2.223 3.104
As 0.543 0.853 2.679
O 0.500 -0.227 3.884
O -0.301 0.299 1.255
C 2.144 1.891 2.277
C 2.189 3.184 2.789
C 3.302 3.988 2.579
C 4.385 3.513 1.857
C 4.353 2.224 1.346
C 3.242 1.428 1.563
S 3.196 -0.204 0.885
O 2.110 -0.816 1.641
O 4.456 -0.855 1.049
O 2.696 -0.022 -0.539
H -1.178 1.874 3.692
H 1.349 3.569 3.346
H 3.314 4.992 2.984
H 5.252 4.138 1.692
H 5.195 1.827 0.794
O 1.847 2.430 -3.746
C 1.250 1.736 -3.007
O 0.762 0.639 -2.789
C 0.756 2.809 -1.456
O 0.595 3.949 -1.722
O 0.739 2.052 -0.470
N -1.400 -0.001 -0.977
C -2.420 -0.008 -0.427
N -3.565 -0.015 0.185
C -4.639 -0.938 -0.215
C -5.668 -0.169 -1.028
O -6.119 0.974 -0.329
C -5.064 1.882 -0.062
C -4.021 1.234 0.827
H -5.088 -1.338 0.695
H -4.204 -1.758 -0.783
H -6.541 -0.794 -1.212
H -5.237 0.124 -1.995
H -5.503 2.750 0.428
H -4.605 2.209 -1.004
H -4.458 0.954 1.787
H -3.153 1.869 1.003
N -0.363 -2.348 1.618
C 0.245 -2.810 0.525
N 0.501 -2.084 -0.547
C 1.099 -2.860 -1.558
C 1.497 -2.424 -2.815
C 2.071 -3.339 -3.682
C 2.252 -4.671 -3.322
C 1.855 -5.116 -2.073
C 1.281 -4.198 -1.208
S 0.689 -4.483 0.405
H -0.407 -1.332 1.720
H -0.256 -2.869 2.473
H 1.377 -1.398 -3.121
H 2.388 -3.003 -4.661
H 2.707 -5.364 -4.017
H 1.992 -6.147 -1.777
*
```

Output
* orbital gap (alpha / beta): 8.06 / 7.17 eV
* E_LUMO (alpha / beta): -0.48 / -1.51 eV

Atomic partial charges in e from the Mulliken method, atoms 1 to 6: 3.1247 -0.6789 0.9589 -0.7858 -0.8523 -0.1958

=====

C20H19AsIrN4O11S2 | ωB97M-V with the def2-TZVPD basis set

Structure (ORCA input):
```
! wB97M-V def2-TZVPD RIJCOSX def2/J DEFGRID3
* xyz 0 6
Ir 0.503 -0.092 1.230
O -1.435 -3.121 -0.504
As -2.176 -1.537 -0.397
O -3.089 -1.333 -1.724
O -0.963 -0.321 -0.312
C -3.163 -1.413 1.254
C -4.516 -1.151 1.069
C -5.325 -0.850 2.155
C -4.788 -0.789 3.430
C -3.445 -1.065 3.632
C -2.639 -1.383 2.548
S -0.979 -1.838 2.970
O -1.050 -2.832 3.987
O -0.253 -0.594 3.347
O -0.307 -2.258 1.703
H -0.927 -3.283 0.306
H -4.910 -1.164 0.060
H -6.378 -0.653 1.999
H -5.413 -0.527 4.273
H -3.021 -1.039 4.627
O -2.081 2.053 3.810
C -1.318 1.822 2.939
O -1.235 1.516 1.750
C 0.582 2.012 3.555
O 0.639 2.649 4.547
O 1.308 1.468 2.713
N 1.733 -1.211 -0.278
C 1.316 -1.500 -1.330
N 0.999 -1.692 -2.569
C 0.683 -3.002 -3.166
C 1.267 -3.016 -4.567
O 0.791 -1.929 -5.338
C 1.141 -0.686 -4.759
C 0.537 -0.543 -3.378
H -0.399 -3.118 -3.197
H 1.107 -3.793 -2.552
H 0.953 -3.924 -5.079
H 2.364 -2.991 -4.522
H 0.760 0.093 -5.417
H 2.234 -0.598 -4.698
H -0.555 -0.583 -3.420
H 0.846 0.385 -2.897
N -0.767 2.305 -0.999
C 0.445 2.561 -0.508
N 1.262 1.647 -0.024
C 2.519 2.196 0.261
C 3.621 1.490 0.726
C 4.798 2.176 0.965
C 4.886 3.551 0.745
C 3.794 4.261 0.278
C 2.619 3.565 0.038
S 1.104 4.175 -0.577
H -1.157 1.377 -0.826
H -1.402 3.070 -1.147
H 3.544 0.425 0.900
H 5.662 1.639 1.331
H 5.817 4.067 0.935
H 3.856 5.327 0.105
*
```

Output
* orbital gap (alpha / beta): 8.46 / 6.42 eV
* E_LUMO (alpha / beta): 0.20 / -2.51 eV

Atomic partial charges in e from the Mulliken method, atoms 1 to 6: 2.4766 -0.6696 0.9391 -0.7932 -0.5267 -0.0175

=====

C20H19BCl4N2O2 | ωB97M-V with the def2-TZVPD basis set

Structure (ORCA input):
```
! wB97M-V def2-TZVPD RIJCOSX def2/J DEFGRID3
* xyz 0 1
Cl -3.842 0.155 0.950
B -3.029 1.260 2.263
Cl -4.296 2.511 2.923
Cl -2.512 0.197 3.742
O -1.915 1.901 1.660
C -0.605 1.571 1.781
C 0.216 2.857 1.460
C 1.072 3.374 2.435
C 1.710 4.600 2.321
C 1.505 5.379 1.179
Cl 2.374 6.848 0.950
C 0.706 4.878 0.129
C 0.036 3.648 0.295
H -0.355 1.182 2.776
H 1.180 2.811 3.381
H 2.388 4.995 3.110
H 0.599 5.458 -0.795
H -0.679 3.316 -0.447
H -0.359 0.416 1.189
C -0.490 -0.696 0.396
H -1.546 -0.966 0.631
C -0.418 -0.187 -0.973
C 0.583 -0.538 -1.798
N 1.517 -1.440 -1.447
C 2.716 -1.677 -2.279
C 3.879 -0.869 -1.787
C 4.755 -1.421 -0.861
C 5.739 -0.629 -0.265
C 5.843 0.725 -0.609
C 5.004 1.262 -1.582
C 4.029 0.468 -2.188
C 1.483 -2.008 -0.214
C 0.482 -1.769 0.681
C 0.450 -2.599 1.930
N -0.648 -2.481 2.735
O 1.387 -3.360 2.167
H -1.140 0.574 -1.298
H 0.728 -0.118 -2.798
H 2.956 -2.748 -2.235
H 2.479 -1.400 -3.300
H 4.647 -2.481 -0.594
H 6.410 -1.061 0.469
H 6.592 1.352 -0.142
H 5.083 2.309 -1.883
H 3.354 0.853 -2.956
H 2.348 -2.681 0.009
H -1.229 -1.647 2.741
H -0.652 -3.052 3.567
*
```

Output
* orbital gap: 7.10 eV
* E_LUMO: -1.85 eV

Atomic partial charges in e from the Mulliken method, atoms 1 to 6: -0.3322 0.7435 -0.3327 -0.3653 -0.6101 -1.3236

=====

C20H19BrIrN2O7 | ωB97M-V with the def2-TZVPD basis set

Structure (ORCA input):
```
! wB97M-V def2-TZVPD RIJCOSX def2/J DEFGRID3
* xyz 2 6
Ir 0.673 0.433 0.087
O -0.027 4.194 2.029
C -0.149 3.094 1.342
O 0.811 2.447 0.942
C -1.581 2.690 1.110
O -1.594 1.795 0.016
C -2.679 0.876 -0.023
C -2.261 -0.483 0.512
O -2.756 -1.521 0.191
O -1.226 -0.362 1.373
H 0.910 4.396 2.200
H -2.185 3.576 0.909
H -1.934 2.220 2.035
H -2.989 0.759 -1.060
H -3.539 1.239 0.546
O -0.243 -2.438 2.514
C 0.832 -2.892 2.965
C 0.828 -3.623 4.213
C 1.983 -4.136 4.734
C 3.189 -3.964 4.046
C 3.228 -3.273 2.816
C 2.099 -2.739 2.270
C 2.195 -1.956 0.978
O 2.088 -0.612 1.116
N 1.155 -2.466 0.018
N 0.573 -1.615 -0.759
C -0.283 -2.033 -1.686
C -0.793 -1.187 -2.672
Br -0.142 0.586 -2.725
C -1.732 -1.706 -3.557
C -2.425 -1.208 -4.681
C -2.213 0.045 -5.312
C -2.965 0.399 -6.404
C -3.944 -0.468 -6.898
C -4.169 -1.707 -6.303
C -3.414 -2.076 -5.216
H -0.932 -1.247 1.759
H -0.130 -3.733 4.704
H 1.970 -4.674 5.672
H 4.107 -4.367 4.453
H 4.180 -3.162 2.309
H 3.150 -2.220 0.497
H 1.006 -3.463 -0.114
H -0.595 -3.075 -1.687
H -1.996 -2.730 -3.303
H -1.450 0.720 -4.963
H -2.795 1.349 -6.891
H -4.529 -0.174 -7.759
H -4.923 -2.373 -6.697
H -3.576 -3.040 -4.749
*
```

Output
* orbital gap (alpha / beta): 6.74 / 6.04 eV
* E_LUMO (alpha / beta): -7.02 / -8.75 eV

Atomic partial charges in e from the Mulliken method, atoms 1 to 6: 1.1858 -0.4063 0.6753 -0.6594 -0.4177 -0.3267

=====

C20H19ClN2O4 | ωB97M-V with the def2-TZVPD basis set

Structure (ORCA input):
```
! wB97M-V def2-TZVPD RIJCOSX def2/J DEFGRID3
* xyz 0 1
C 6.022 0.628 -0.836
C 4.855 0.746 0.170
C 3.608 -0.179 -0.061
H 3.306 0.179 -1.124
H 4.035 -1.160 -0.397
C 2.756 0.164 0.946
C 1.572 -0.526 0.665
C 1.272 -2.034 1.187
C 0.162 -2.851 0.900
O -0.184 -3.798 1.409
O -0.699 -2.405 0.139
C -0.466 -1.238 -0.605
C -1.573 -0.664 -1.723
C -1.535 0.534 -2.002
C -0.372 1.282 -1.936
C 0.681 1.078 -0.931
C 0.500 -0.126 -0.423
H 1.479 1.721 -0.796
Cl -0.419 2.811 -2.550
O -2.478 1.183 -2.717
C -3.740 0.462 -2.856
C -4.157 0.252 -1.198
O -5.020 -0.754 -1.038
N -3.673 1.112 -0.268
C -3.336 0.292 0.832
C -3.982 -0.526 1.515
C -3.344 -0.793 2.565
C -2.296 -0.340 3.315
N -1.649 0.948 2.651
C -2.289 1.310 1.477
H -1.801 1.979 1.047
H -1.743 -0.583 4.040
H -3.774 -1.769 3.280
H -4.703 -0.967 0.958
H -3.182 1.861 -0.806
H -4.505 1.163 -3.081
H -3.848 -0.529 -3.493
H -2.383 -1.180 -1.495
H 1.930 -2.336 2.046
H 3.215 -0.277 2.097
H 2.359 1.297 1.116
H 5.551 0.591 1.370
H 4.823 1.843 0.233
H 7.002 1.278 -0.753
H 6.488 -0.575 -0.943
H 5.537 0.894 -1.925
*
```

Output
* orbital gap: 7.71 eV
* E_LUMO: -0.58 eV

Atomic partial charges in e from the Mulliken method, atoms 1 to 6: -1.0845 -0.4732 -0.1545 0.1745 0.4237 -0.6685

=====

C20H19F6N3S | ωB97M-V with the def2-TZVPD basis set

Structure (ORCA input):
```
! wB97M-V def2-TZVPD RIJCOSX def2/J DEFGRID3
* xyz 0 1
S 1.184 0.136 2.849
C -0.433 0.204 2.888
N -1.625 0.240 2.914
C 5.251 -4.573 7.757
N 3.973 -5.046 7.301
C 3.312 -6.060 8.110
C 3.619 -7.425 7.558
F 3.114 -8.458 8.285
F 3.130 -7.528 6.274
F 4.983 -7.593 7.463
C 3.430 -4.563 6.135
C 2.132 -3.990 6.090
C 1.638 -3.469 4.914
C 2.320 -3.682 3.669
C 1.808 -3.097 2.485
C 2.354 -3.124 1.174
C 1.641 -2.502 0.096
C 2.135 -2.507 -1.188
C 3.318 -3.225 -1.509
N 3.886 -3.196 -2.775
C 3.720 -4.306 -3.674
C 4.672 -2.067 -3.264
C 6.101 -2.154 -2.806
F 6.927 -1.252 -3.404
F 6.167 -1.960 -1.446
F 6.602 -3.413 -3.041
C 3.950 -3.949 -0.475
C 3.601 -3.724 0.833
C 3.484 -4.506 3.732
C 4.150 -4.680 4.922
H 5.412 -3.545 7.398
H 5.272 -4.583 8.855
H 6.066 -5.201 7.372
H 3.727 -6.013 9.122
H 2.227 -5.919 8.060
H 1.583 -3.925 7.028
H 0.706 -2.902 4.903
H 0.875 -2.532 2.595
H 0.717 -1.970 0.337
H 1.637 -1.983 -2.005
H 2.768 -4.811 -3.464
H 3.723 -3.938 -4.707
H 4.532 -5.033 -3.545
H 4.681 -2.112 -4.359
H 4.254 -1.136 -2.860
H 4.783 -4.602 -0.721
H 4.331 -3.996 1.589
H 3.861 -5.025 2.854
H 5.182 -5.021 4.941
*
```

Output
* orbital gap: 4.17 eV
* E_LUMO: -2.67 eV

Atomic partial charges in e from the Mulliken method, atoms 1 to 6: -0.4338 0.3276 -0.5733 -1.0161 0.3286 -0.9959

=====

C20H19FMoN3O10 | ωB97M-V with the def2-TZVPD basis set

Structure (ORCA input):
```
! wB97M-V def2-TZVPD RIJCOSX def2/J DEFGRID3
* xyz 1 1
Mo 0.113 1.248 -0.183
O -2.941 2.970 -1.882
C -1.925 2.778 -1.311
O -1.673 1.497 -0.764
C -0.946 3.958 -0.995
C -1.170 4.190 0.495
C -0.441 5.380 1.110
C 1.025 4.891 1.237
C 0.913 3.550 0.539
O -0.394 3.036 0.986
C 0.615 3.784 -1.000
C 1.249 2.677 -1.877
O 2.440 2.645 -2.013
O 0.345 1.763 -2.174
H -1.254 4.805 -1.603
H -2.203 4.074 0.814
H -0.854 5.587 2.095
H -0.560 6.271 0.497
H 1.316 4.747 2.274
H 1.754 5.528 0.743
H 1.691 2.832 0.797
H 1.151 4.679 -1.315
F 1.657 -4.809 1.150
C 0.618 -4.323 1.827
C 0.164 -3.091 1.600
N -0.920 -2.572 2.265
C -1.292 -1.205 2.055
C -0.283 -0.182 2.643
O 0.235 -0.382 3.709
O -0.210 0.920 1.947
C -1.592 -3.301 3.251
O -2.544 -2.868 3.849
N -1.077 -4.563 3.467
C -0.016 -5.193 2.822
O 0.314 -6.322 3.074
H 0.627 -2.450 0.870
H -2.235 -1.064 2.584
H -1.451 -0.999 0.982
H -1.553 -5.109 4.173
O 1.386 0.447 0.392
C 0.921 -4.185 -3.944
C 0.767 -2.971 -3.081
C 1.650 -2.696 -2.043
C 1.474 -1.574 -1.262
N 0.468 -0.718 -1.486
C -0.391 -0.963 -2.488
C -0.274 -2.072 -3.293
H 1.780 -4.782 -3.648
H 1.042 -3.893 -4.988
H 0.027 -4.807 -3.885
H 2.482 -3.353 -1.831
H 2.160 -1.339 -0.464
H -1.186 -0.242 -2.630
H -0.994 -2.232 -4.084
*
```

Output
* orbital gap: 3.74 eV
* E_LUMO: -7.84 eV

Atomic partial charges in e from the Mulliken method, atoms 1 to 6: 0.7233 -0.5048 0.0984 -0.4756 0.2098 -0.4431

=====

C20H19IrN3S | ωB97M-V with the def2-TZVPD basis set

Structure (ORCA input):
```
! wB97M-V def2-TZVPD RIJCOSX def2/J DEFGRID3
* xyz 2 2
Ir -0.019 0.830 0.546
N 1.470 0.008 1.762
C 2.737 -0.074 1.038
C 3.869 0.515 1.560
C 5.060 0.438 0.847
C 5.095 -0.230 -0.367
C 3.947 -0.818 -0.875
C 2.739 -0.752 -0.183
C 1.505 -1.362 -0.726
C 1.569 -2.551 -1.453
C 0.440 -3.098 -2.039
C -0.790 -2.463 -1.923
C -0.890 -1.280 -1.214
C 0.246 -0.754 -0.593
H 1.605 0.558 2.609
H 1.203 -0.927 2.073
H 3.837 1.025 2.516
H 5.954 0.898 1.244
H 6.020 -0.287 -0.924
H 3.978 -1.316 -1.836
H 2.518 -3.059 -1.552
H 0.525 -4.023 -2.594
H -1.670 -2.888 -2.387
H -1.846 -0.781 -1.129
S 1.276 2.209 -0.631
C -0.256 2.641 -1.416
C -0.540 3.551 -2.406
C -1.878 3.675 -2.775
C -2.849 2.905 -2.150
C -2.474 2.007 -1.162
N -1.194 1.886 -0.817
H 0.241 4.136 -2.870
H -2.159 4.377 -3.549
H -3.891 2.996 -2.419
H -3.189 1.381 -0.645
C -4.552 -1.310 2.748
C -3.206 -1.064 3.443
C -2.224 -0.474 2.543
N -1.459 -0.019 1.820
H -5.236 -1.753 3.468
H -4.443 -1.999 1.912
H -4.987 -0.378 2.393
H -2.772 -1.992 3.822
H -3.309 -0.384 4.292
*
```

Output
* orbital gap (alpha / beta): 7.38 / 5.02 eV
* E_LUMO (alpha / beta): -7.06 / -9.39 eV

Atomic partial charges in e from the Mulliken method, atoms 1 to 6: 2.0430 -0.5307 0.7500 -0.9731 -0.7167 -0.8132

=====

C20H19N2O | ωB97M-V with the def2-TZVPD basis set

Structure (ORCA input):
```
! wB97M-V def2-TZVPD RIJCOSX def2/J DEFGRID3
* xyz 1 1
C 1.509 -3.908 0.032
C 0.246 -3.150 -0.039
N -0.084 -1.870 -0.211
C -1.487 -1.754 -0.171
C -1.989 -3.003 0.006
C -3.323 -3.622 0.111
N -0.896 -3.836 0.081
H 2.388 -3.266 0.059
H 1.490 -4.542 0.935
H 1.579 -4.596 -0.827
H -1.997 -0.809 -0.269
H -4.115 -2.873 0.143
H -3.522 -4.289 -0.739
H -3.393 -4.229 1.021
H -0.946 -4.827 0.224
C 0.259 4.589 3.652
C 0.741 3.313 3.972
C 0.844 2.332 2.980
C 0.434 2.620 1.656
C 0.405 1.584 0.631
O 0.077 2.112 -0.595
C 0.242 1.337 -1.735
C 0.559 -0.022 -1.675
C 0.905 -0.656 -2.880
C 0.877 0.043 -4.085
C 0.510 1.397 -4.111
C 0.192 2.044 -2.932
C 0.757 -0.702 -0.338
C 0.549 0.236 0.793
C 0.067 3.943 1.330
C -0.043 4.907 2.325
H 0.122 5.332 4.437
H 1.030 3.067 4.995
H 1.261 1.339 3.177
H 1.204 -1.717 -2.854
H 1.157 -0.455 -5.012
H 0.530 1.962 -5.037
H -0.049 3.108 -2.880
H 1.793 -1.054 -0.313
H 0.606 -0.197 1.793
H -0.119 4.209 0.294
H -0.371 5.904 2.056
*
```

Output
* structure (SMILES): Cc1cn([C@@H]2C=C(c3ccccc3)Oc3ccccc32)c(C)[nH+]1
* orbital gap: 8.64 eV
* E_LUMO: -2.46 eV

Atomic partial charges in e from the Mulliken method, atoms 1 to 6: -1.4855 0.9916 0.5276 -0.3718 0.1383 -1.4192

=====

C20H19N2O4S | ωB97M-V with the def2-TZVPD basis set

Structure (ORCA input):
```
! wB97M-V def2-TZVPD RIJCOSX def2/J DEFGRID3
* xyz -1 1
C 4.269 3.263 -3.558
O 5.105 2.908 -2.430
C 4.540 2.109 -1.491
C 5.336 1.730 -0.376
C 4.810 0.890 0.583
C 3.503 0.349 0.447
C 2.974 -0.627 1.377
C 2.379 -1.800 1.015
C 1.840 -2.670 2.070
O 1.861 -2.389 3.270
N 1.265 -3.884 1.672
C 0.752 -4.740 2.719
C 1.129 -4.313 0.345
O 0.592 -5.372 0.034
N 1.648 -3.461 -0.634
C 1.546 -3.928 -2.000
C 2.357 -2.281 -0.381
O 2.896 -1.714 -1.339
C 2.726 0.769 -0.653
C 3.217 1.622 -1.613
H 4.881 3.938 -4.151
H 4.000 2.373 -4.141
H 3.352 3.768 -3.230
H 6.358 2.104 -0.313
H 5.403 0.573 1.446
H 3.116 -0.460 2.447
H 0.349 -5.619 2.228
H 1.564 -5.009 3.400
H -0.023 -4.219 3.290
H 1.989 -3.159 -2.627
H 2.086 -4.870 -2.116
H 0.496 -4.085 -2.252
H 1.680 0.457 -0.723
H 2.589 1.866 -2.473
S -0.815 0.835 0.555
C -1.553 -0.061 1.736
C -1.396 0.284 3.109
C -2.003 -0.481 4.090
C -2.789 -1.594 3.741
C -2.967 -1.931 2.388
C -2.368 -1.177 1.393
H -0.787 1.154 3.346
H -1.866 -0.210 5.138
H -3.268 -2.189 4.519
H -3.584 -2.787 2.111
H -2.492 -1.408 0.337
*
```

Output
* orbital gap: 4.72 eV
* E_LUMO: 1.90 eV

Atomic partial charges in e from the Mulliken method, atoms 1 to 6: -0.7935 -0.4715 1.1017 -0.7319 -0.4808 0.3638

=====

For each record above, in turn, the calculated relative energy (zero: lowest compared OMol25 entry of this formula, charge and spin) values are 158.41; 56.37; 86.44; 0.00; 1924.19; 12.42; 494.22; 0.00; 0.00; 0.00 kJ/mol.